1.
The following is a DFT calculation (the ωB97M-V functional and the def2-TZVPD basis) of an isolated molecule of C18H19N3O2 at a distorted geometry.

Structure (XYZ):
```
42
C18H19N3O2, DFT the ωB97M-V functional and the def2-TZVPD basis
C 3.17097 -0.58824 -0.65295
H 2.28976 2.49773 -1.04370
O 4.52290 1.31818 0.10527
H -4.21837 0.77869 -1.25168
C -3.88060 1.53858 -0.54350
C -3.04035 -0.32808 0.85426
H 3.65871 0.00389 1.37489
H -1.75367 -5.00516 2.67260
N 2.20738 0.41494 -1.04588
H 4.64181 2.71793 -1.31933
H -3.56994 -1.08694 0.26925
C 2.77511 1.65204 -1.54134
C -0.11576 1.19424 -1.05384
C 4.13656 -0.01892 0.39100
O 0.40246 -2.74015 1.77534
C -1.23070 -4.15695 2.28088
H -2.24293 2.92345 -0.37033
C -0.61989 -1.00462 0.48690
C -1.78108 -3.09018 1.53925
H -2.80332 -3.00028 1.23948
N 0.15282 3.12289 -2.70595
C 4.27664 1.69392 -1.22492
C 0.07608 2.25989 -1.94864
C -0.74006 -2.23867 1.25204
C -1.41500 0.98733 -0.55522
H 3.71839 -0.91520 -1.54400
H 4.83939 1.05913 -1.92404
H -2.92761 -0.71099 1.87102
H -4.56653 2.38479 -0.60642
N 0.61188 -0.78647 0.04645
H 5.03309 -0.65268 0.44837
H -2.41263 2.22819 -1.97226
H 2.62680 -1.43329 -0.23354
H -3.43923 1.67196 1.55625
C 0.90871 0.28803 -0.67618
H 0.89838 -4.40899 2.87922
C -3.87141 0.95007 0.85999
C -2.47328 1.99584 -0.90606
H 2.62250 1.75348 -2.62322
H -4.88662 0.72608 1.19207
C 0.09919 -3.88344 2.39437
C -1.68053 -0.11202 0.25410
```

## Properties
SMILES   N#Cc1c(N2CCOCC2)nc(-c2ccco2)c2c1CCCC2
Energy above the lowest of the compared OMol25 structures with the same formula, charge and spin   59.7 kcal/mol
E_LUMO   0.08 eV
Net charge   0
Gap between HOMO and LUMO   7.9 eV
HOMO   -7.8695 eV
Total energy   -1012.036294 a.u.
Strongest force on any atom   0.022 hartree/bohr

Atom charges from the natural (NBO) analysis, given in e for atoms 1 to 5:
1 C -0.2635
2 H 0.2104
3 O -0.5278
4 H 0.1978
5 C -0.3904



2.
The following is a DFT calculation (the ωB97M-V functional and the def2-TZVPD basis) of a structure of composition C18H26IN2SSiTi at a distorted geometry.

Structure (XYZ):
```
50
C18H26IN2SSiTi, DFT the ωB97M-V functional and the def2-TZVPD basis
H 2.31601 -1.80100 1.42002
C -0.53219 -2.34080 -0.49388
C -2.57849 -0.46260 -0.50168
H -5.89959 1.09640 1.10142
H -5.91439 1.10970 -2.07408
H -3.90379 -2.17210 -0.47598
H -0.56559 0.27930 2.18692
C 3.35651 -0.06600 -0.45088
Si -3.95919 0.81110 -0.49548
C -5.03159 0.47770 -2.04498
H 0.30771 0.46960 -3.25118
H 4.14831 -0.64950 -2.37228
C 5.11741 0.37430 1.20112
C 0.40201 0.75130 2.37102
H 0.33091 1.79780 2.06642
H -4.49019 3.26740 -0.47878
H -2.99509 2.94230 0.39642
H -4.45649 0.66050 -2.94768
H 0.31241 -3.03120 -0.49638
C 6.10121 0.08810 0.26872
C -2.87279 -1.84610 -0.48698
H 5.39931 0.65030 2.21362
H 2.06951 0.78020 -3.33548
C 4.38691 -0.34800 -1.35648
C -1.23439 -0.10700 -0.51978
H 1.84801 -1.36000 3.09372
C -1.84059 -2.77800 -0.47838
H -2.98849 2.95220 -1.34558
Ti 1.31601 0.07740 -0.73938
H -4.43859 0.64870 1.96842
H -2.05289 -3.83940 -0.46738
C 5.72951 -0.25310 -1.02038
H -5.35859 -0.55680 -2.06878
H 6.48831 -0.45170 -1.76858
N 1.44151 0.08730 1.59822
H 2.54681 1.84610 1.67672
C 1.55591 -1.29920 2.02802
H 0.61361 0.71190 3.45582
C 1.27431 0.27940 -2.76618
H 3.05291 0.61650 2.86332
H -5.34239 -0.56830 1.08932
C -5.01589 0.46620 1.06662
H 7.14791 0.13260 0.54732
N -0.22439 -1.02000 -0.52228
C 3.77791 0.32230 0.83452
H 0.59591 -1.80590 1.90262
C 2.71601 0.76680 1.81652
C -3.57759 2.67520 -0.47858
I 1.61391 -1.91500 -3.23758
S -0.69369 1.53300 -0.49178
```

## Properties
Energy above the lowest of the compared OMol25 structures with the same formula, charge and spin   6.8 kcal/mol
<S²>   2.027
Multiplicity   3
E_LUMO (alpha / beta)   2.76 / 2.74 eV
Net charge   -1
Gap between HOMO and LUMO (alpha / beta)   4.4 / 7.0 eV
HOMO (alpha / beta)   -1.6703 / -4.2788 eV
Total energy   -2645.889348 a.u.
Strongest force on any atom   0.034 hartree/bohr

Atom charges from the natural (NBO) analysis, given in e for atoms 1 to 5:
1 H 0.2269
2 C -0.0615
3 C -0.5871
4 H 0.2154
5 H 0.2155



3.
The following is a DFT calculation (the ωB97M-V functional and the def2-TZVPD basis) of a cluster of 10 separate species, C31H78BrFNO15P2 in total at a distorted geometry.

Structure (XYZ):
```
129
C31H78BrFNO15P2, DFT the ωB97M-V functional and the def2-TZVPD basis
C 6.53164 1.24725 11.29731
O 0.63656 -3.05177 4.02820
H 4.11299 1.27527 -0.70727
C 4.90262 0.69019 -0.18476
H -8.08924 2.28583 -5.79052
H -1.88282 -0.91910 -7.99972
O -2.83258 5.56037 1.50253
C 3.10398 1.69168 -3.64514
H 5.44413 -0.02202 6.33114
C 3.49541 0.64260 3.61876
H 5.09538 -0.29643 10.82073
H -3.90332 7.04788 0.56445
H 5.19129 1.55182 7.11819
H -2.05964 -4.95505 3.34327
C -6.86970 2.22257 -4.00847
H -8.88545 2.93267 -4.34259
H 1.18335 -3.79870 4.29910
H -4.26862 -1.12520 -7.23268
O -1.90608 -1.20681 -5.96255
H 6.94375 -0.50625 9.45845
H -0.04558 0.94179 0.89128
H 4.04127 -2.10404 0.71001
H -3.99478 0.43838 -8.02772
H -1.02546 -2.71550 2.88749
O 6.26247 0.11359 9.17402
H 4.70308 -0.36878 -0.42490
C -3.73316 -0.17627 -7.16335
C 4.88651 1.00402 1.33783
O -5.99894 1.20015 -4.48926
H -4.60412 -8.04620 -6.04860
C -0.41297 -3.56146 3.20361
C -5.59751 -6.64325 -4.73484
H 4.79598 1.25532 10.01886
H 7.01336 2.09761 10.81193
H 1.35308 1.18097 -7.96372
H 3.82199 0.68773 6.30163
H 1.80103 3.40433 -3.52379
H 1.79758 1.28935 5.84013
H -0.12513 0.26654 6.44226
H 0.02903 -4.01986 2.31336
H -6.99340 2.07312 -2.93590
H -4.72579 -6.47419 -4.09275
H -2.17189 5.54308 0.80160
C -5.70513 -2.98001 -3.36795
Br -0.07053 3.72270 -0.34911
H 0.92841 2.23178 4.59255
O -6.77551 -6.57290 -3.93570
H 1.79142 2.61341 -5.09048
H -6.72741 -7.27884 -3.28138
C 0.24062 1.55108 1.76993
O 6.35477 -3.27441 3.08671
H 4.60985 2.56847 3.40817
H 1.77390 -0.59819 3.80911
H -0.10873 -0.61149 4.86279
H 0.46226 -1.09955 -7.41870
C 1.18285 1.20460 4.92985
H -5.64472 -5.83785 -5.46790
H 3.73088 1.98466 -2.80117
H 7.32517 0.56217 11.60562
H 3.73106 1.18022 -4.37789
C 1.91172 0.50425 3.75013
C -5.23165 -2.08058 -4.49404
H -3.75720 5.06390 -0.97680
C -8.21177 2.15761 -4.71208
O -5.54769 -2.66496 -5.76001
C -0.10041 0.39008 5.34269
C 2.43571 2.90523 -4.25954
C 1.25873 -0.64901 -6.82727
H 4.64138 2.08794 1.41413
C 0.59963 3.01947 1.32985
H 6.91957 -0.09259 3.64683
O 6.49962 -0.92522 3.93142
H -1.33392 2.97573 4.35155
C -1.44893 1.08308 4.95150
H -5.88215 1.33878 -5.43658
H -6.50477 -2.77292 -5.79914
H -5.47377 -8.80043 -4.69769
H 2.46900 -0.07542 -8.52479
H -1.77088 0.82553 3.91704
H -6.78523 -3.13487 -3.42496
O 2.12122 0.77435 -3.15896
H -5.46411 -2.54746 -2.39458
H 1.92956 -1.44007 -6.48097
C 3.74029 0.24986 2.12350
H -0.63701 -5.40651 4.30207
O -1.47121 2.48685 5.17428
H -4.08264 0.32200 -6.25671
H 3.83897 -0.27943 4.14070
C 4.89705 0.93988 6.24637
H -0.55767 1.65122 2.52021
H -2.37086 -2.04728 -6.05382
H 5.86898 0.87827 1.81923
H -6.39476 3.19585 -4.16984
H 7.96331 -1.09522 1.84189
O 5.29318 1.60487 5.04021
H 0.81919 -0.19116 -5.93862
C -1.25152 -4.56814 3.96582
C 4.19405 1.90423 4.19231
H -1.68265 -4.10929 4.85707
C -5.50117 -7.98861 -5.42923
C 1.53346 0.95357 2.32488
O 1.28417 3.62532 2.04245
H -5.70464 -1.09710 -4.43287
O 7.20648 -1.55819 1.43721
H -4.79774 6.05988 1.72981
C -4.51086 5.11300 -0.18583
H 3.64726 0.26710 -6.57401
H -8.67749 1.18310 -4.55626
C 5.57440 0.56278 10.34081
H 6.00921 1.60000 12.18809
H 3.17854 3.61544 -4.62561
P 4.06283 -1.61645 2.04209
H -4.15046 -1.94532 -4.44661
H 2.32551 1.07944 0.53942
F 6.11093 1.10881 -0.71980
N 2.51083 0.78213 1.49934
H 1.57512 0.50911 -3.90892
C -4.05464 6.02922 0.93390
H 3.48246 2.54781 4.75866
P 6.14603 -1.89692 2.65525
H -6.37566 -8.15546 -6.05997
H -1.70546 0.53853 -7.00636
H -5.44938 5.46220 -0.61936
C 2.01975 0.38230 -7.63839
H -2.22602 0.64402 5.61150
H -5.23780 -3.96353 -3.44204
O 3.05313 0.97384 -6.85173
C -2.23680 -0.40981 -7.09692
H -4.65181 4.09637 0.18605
```

## Properties
E_LUMO   -4.02 eV
Net charge   +1
Gap between HOMO and LUMO   7.4 eV
HOMO   -11.4437 eV
Total energy   -5767.557844 a.u.
Strongest force on any atom   0.061 hartree/bohr

Atom charges from the Löwdin analysis, given in e for atoms 1 to 5:
1 C -0.0914
2 O -0.1150
3 H 0.1030
4 C -0.2083
5 H 0.0745



> Among the records above, which one has the lowest net charge?

C18H26IN2SSiTi